# 1
The following is a DFT calculation (the ωB97M-V functional and the def2-TZVPD basis) of C28H36CsGeN2O8 as an isolated structure.

Element x y z (Å)
Cs -1.856 -0.012 -0.738
C -2.180 2.063 2.778
C -1.407 2.936 2.019
C -1.980 3.629 0.960
C -3.328 3.451 0.665
C -4.097 2.574 1.419
C -3.522 1.878 2.474
H -1.733 1.521 3.604
H -0.357 3.072 2.249
H -1.378 4.303 0.363
H -3.779 3.997 -0.155
H -5.139 2.416 1.175
H -4.119 1.179 3.045
O 2.471 -4.063 -2.728
C 1.893 -3.080 -2.356
C 1.801 -2.525 -0.968
O 2.287 -2.984 0.069
C 1.073 -1.294 -1.011
C 0.512 -1.050 -2.306
O -0.308 -0.203 -2.667
C 1.096 -2.099 -3.214
O 0.964 -2.139 -4.412
O 0.945 -0.557 0.087
C -4.226 -2.868 0.566
C -4.195 -1.583 -0.277
O -3.931 -0.560 0.380
H -5.205 -3.350 0.467
H -4.007 -2.682 1.633
H -3.487 -3.558 0.144
O 1.695 0.163 -8.041
C 1.024 -0.690 -7.150
N 0.271 0.047 -6.146
C -0.623 0.976 -6.516
O -0.817 1.290 -7.691
C -1.370 1.639 -5.402
C -2.745 1.781 -5.487
C -3.414 2.381 -4.436
C -2.669 2.846 -3.363
N -1.343 2.744 -3.281
C -0.716 2.137 -4.285
H 1.010 0.748 -8.398
H 1.767 -1.279 -6.623
H 0.349 -1.363 -7.685
H 0.275 -0.314 -5.198
H -3.271 1.410 -6.357
H -4.490 2.489 -4.443
H -3.160 3.332 -2.526
H 0.360 2.032 -4.194
C 4.429 1.708 4.726
C 3.625 1.429 3.461
C 2.171 1.072 3.762
C 1.362 0.659 2.523
Ge 1.809 -1.059 1.678
C 0.757 -2.456 2.498
C 0.627 -2.393 4.029
C 1.699 -3.210 4.753
C 3.126 -2.750 4.455
H 5.462 1.977 4.498
H 4.451 0.827 5.375
H 3.988 2.528 5.299
H 4.098 0.621 2.899
H 3.645 2.309 2.811
H 1.697 1.943 4.231
H 2.154 0.284 4.521
H 1.474 1.417 1.740
H 0.294 0.628 2.760
H 3.338 -1.134 1.607
H 1.161 -3.414 2.168
H -0.225 -2.351 2.028
H -0.360 -2.758 4.322
H 0.676 -1.358 4.383
H 1.592 -4.261 4.467
H 1.516 -3.158 5.829
H 3.381 -2.889 3.402
H 3.858 -3.307 5.043
H 3.252 -1.687 4.690

Forces on atoms 1 to 2 (eV/Å):
0.491 1.666 0.676
-0.039 0.056 -0.045

Values from the calculation:
Energy relative to the best compared isomer or geometry (same formula, charge and spin) (kJ/mol): 249.7
2S+1: 1
HOMO-LUMO gap (eV): 5.09
Total charge: -1

---

# 2
The following is a DFT calculation (the ωB97M-V functional and the def2-TZVPD basis) of a 2-piece molecular cluster, C28H36F2I3N4O4Si overall.

Element x y z (Å)
C 3.777 3.983 -0.220
C 3.233 2.597 -0.326
I 2.803 1.688 1.530
C 3.055 1.900 -1.445
I 3.650 2.688 -3.297
C 2.548 0.523 -1.412
C 3.333 -0.586 -1.508
C 4.772 -0.699 -1.734
C 5.675 -0.844 -0.694
C 7.019 -0.962 -0.991
N 7.536 -0.932 -2.218
C 6.648 -0.791 -3.201
C 5.282 -0.683 -3.024
N 2.490 -1.662 -1.340
I 3.203 -3.589 -1.441
C 1.244 -1.238 -1.138
C -0.005 -2.065 -0.941
F 0.334 -3.355 -0.855
F -0.696 -1.927 -2.122
C -0.896 -1.654 0.229
C -1.535 -2.830 0.974
Si -2.955 -3.728 0.094
C -3.772 -4.794 1.414
C -2.390 -4.850 -1.302
C -4.247 -2.554 -0.605
C -5.599 -2.826 -0.343
C -6.627 -2.024 -0.859
C -6.327 -0.918 -1.651
C -4.992 -0.633 -1.926
C -3.971 -1.438 -1.410
N 1.259 0.099 -1.206
C 0.132 1.027 -1.111
C -0.532 1.289 -2.458
O 0.492 1.393 -3.418
C -1.416 2.544 -2.350
N -2.837 2.223 -2.624
H 3.302 4.495 0.609
H 4.850 3.928 -0.061
H 3.577 4.543 -1.125
H 5.345 -0.859 0.332
H 7.717 -1.091 -0.178
H 7.041 -0.760 -4.205
H 4.631 -0.591 -3.877
H -1.646 -0.951 -0.102
H -0.263 -1.109 0.934
H -1.962 -2.410 1.882
H -0.760 -3.521 1.294
H -4.414 -5.548 0.974
H -3.041 -5.248 2.077
H -4.374 -4.131 2.033
H -2.214 -4.295 -2.219
H -3.227 -5.513 -1.515
H -1.537 -5.472 -1.053
H -5.895 -3.675 0.253
H -7.649 -2.274 -0.629
H -7.144 -0.332 -2.040
H -4.745 0.209 -2.554
H -2.953 -1.198 -1.679
H 0.516 1.953 -0.700
H -0.630 0.678 -0.435
H -1.189 0.450 -2.681
H 0.169 1.890 -4.173
H -1.347 2.979 -1.355
H -1.064 3.293 -3.055
H -3.413 2.579 -1.874
H -3.139 2.722 -3.449
C -1.172 4.428 7.599
O 0.207 4.119 7.369
C 0.487 3.738 6.131
O -0.295 3.633 5.221
O 1.797 3.484 6.057
C 2.227 3.070 4.765
H -1.247 4.720 8.641
H -1.490 5.253 6.965
H -1.795 3.555 7.419
H 2.035 3.847 4.027
H 1.721 2.148 4.475
H 3.297 2.891 4.832

Forces on atoms 1 to 2 (eV/Å):
-0.314 -0.222 0.116
0.080 0.118 -0.020

Values from the calculation:
2S+1: 1
HOMO-LUMO gap (eV): 7.14
Total charge: +1

---

Number 1: LUMO 0.071 hartree, HOMO energy -3.170 eV, energy -3897.058766 Ha. Number 2: LUMO -0.149 hartree, HOMO energy -11.192 eV, energy -2990.628526 Ha.